# 1
{"formula": "C21H68N14O13", "method": "ωB97M-V/def2-TZVPD", "elements": ["C", "O", "H", "H", "H", "H", "C", "O", "H", "H", "H", "H", "C", "O", "N", "N", "H", "H", "H", "H", "C", "O", "N", "N", "H", "H", "H", "H", "C", "O", "N", "N", "H", "H", "H", "H", "C", "O", "N", "N", "H", "H", "H", "H", "C", "O", "N", "N", "H", "H", "H", "H", "C", "O", "N", "N", "H", "H", "H", "H", "C", "O", "N", "N", "H", "H", "H", "H", "C", "C", "C", "O", "H", "H", "H", "H", "H", "H", "H", "H", "C", "C", "C", "O", "H", "H", "H", "H", "H", "H", "H", "H", "C", "C", "C", "O", "H", "H", "H", "H", "H", "H", "H", "H", "C", "C", "C", "O", "H", "H", "H", "H", "H", "H", "H", "H"], "xyz": [[-2.58, 31.42, -5.85], [-2.26, 30.66, -4.71], [-2.62, 32.51, -5.67], [-3.59, 31.22, -6.23], [-1.80, 31.38, -6.60], [-2.70, 29.81, -4.88], [6.98, 32.46, -4.42], [5.59, 32.29, -4.22], [7.25, 33.17, -5.10], [7.54, 31.57, -4.58], [7.32, 32.87, -3.50], [5.28, 32.82, -3.53], [-0.73, 34.34, -7.01], [-1.80, 33.97, -7.78], [0.22, 33.49, -6.64], [-0.54, 35.60, -6.72], [0.10, 32.70, -7.33], [1.20, 33.93, -6.33], [-1.16, 36.37, -7.03], [0.43, 35.87, -6.36], [-0.44, 31.54, -9.30], [-1.64, 31.06, -9.10], [-0.01, 32.07, -10.42], [0.40, 31.34, -8.27], [-0.84, 32.46, -10.99], [0.97, 32.37, -10.65], [0.13, 30.71, -7.46], [1.42, 31.56, -8.30], [3.53, 30.69, -0.60], [3.88, 31.01, -1.91], [2.28, 30.45, -0.36], [4.46, 30.84, 0.30], [1.68, 30.45, -1.18], [1.87, 30.06, 0.50], [5.31, 31.00, -0.21], [4.48, 30.71, 1.34], [1.14, 31.50, -3.78], [0.80, 30.71, -2.70], [2.30, 31.78, -4.11], [0.22, 31.99, -4.56], [3.02, 31.49, -3.30], [2.66, 31.73, -5.06], [0.20, 32.59, -5.40], [-0.70, 31.71, -4.26], [3.48, 31.52, -7.33], [3.07, 31.96, -8.55], [4.25, 32.25, -6.53], [2.92, 30.56, -6.69], [4.79, 33.02, -6.99], [4.59, 32.04, -5.62], [2.04, 30.20, -7.03], [3.50, 30.05, -5.95], [1.64, 35.10, -2.84], [1.80, 36.32, -2.21], [2.55, 34.24, -3.09], [0.49, 34.78, -3.42], [3.46, 34.58, -2.87], [2.51, 33.29, -3.51], [-0.35, 35.28, -3.14], [0.28, 33.87, -3.89], [2.51, 35.52, -6.13], [3.29, 36.18, -7.08], [2.52, 34.24, -5.92], [1.63, 36.16, -5.45], [3.30, 33.53, -6.27], [2.22, 33.86, -5.02], [1.59, 37.12, -5.59], [1.05, 35.66, -4.70], [-3.14, 36.70, -3.71], [-2.86, 35.38, -2.99], [-2.64, 34.31, -3.97], [-1.87, 35.40, -2.30], [-4.02, 36.61, -4.38], [-2.37, 36.91, -4.37], [-3.35, 37.41, -2.99], [-3.64, 35.18, -2.29], [-3.55, 34.13, -4.54], [-2.52, 33.33, -3.53], [-1.86, 34.56, -4.65], [-2.03, 35.97, -1.59], [4.91, 27.39, -3.65], [3.74, 28.16, -4.24], [2.52, 27.96, -3.34], [3.87, 29.35, -4.46], [4.75, 26.28, -3.71], [4.97, 27.62, -2.66], [5.79, 27.72, -4.12], [3.60, 27.71, -5.25], [1.55, 28.38, -3.72], [2.66, 28.49, -2.34], [2.39, 26.92, -3.13], [4.06, 29.77, -3.62], [-1.85, 31.04, -0.48], [-2.26, 29.62, -0.73], [-1.23, 28.98, -1.63], [-2.35, 28.78, 0.23], [-0.84, 30.99, -0.18], [-2.49, 31.51, 0.32], [-1.85, 31.71, -1.42], [-3.16, 29.53, -1.36], [-0.26, 29.23, -1.20], [-1.28, 29.37, -2.68], [-1.22, 27.88, -1.64], [-3.27, 28.61, 0.32], [-1.41, 28.54, -7.40], [-0.27, 28.52, -6.38], [0.63, 27.33, -6.59], [0.36, 29.59, -6.37], [-1.03, 28.59, -8.40], [-2.14, 29.22, -7.13], [-1.94, 27.59, -7.27], [-0.81, 28.44, -5.41], [0.18, 26.32, -6.45], [1.64, 27.38, -6.16], [0.90, 27.26, -7.62], [0.51, 29.93, -5.48]], "fmax_ev_per_a": 14.05, "e_tot_ev": -70351.0009, "homo_lumo_gap_ev": 8.10, "de_lowest_kj_mol": 1301.2, "spin_multiplicity": 1}

# 2
{"formula": "C32H28BrCl2MoN4O5S", "method": "ωB97M-V/def2-TZVPD", "elements": ["Mo", "Br", "C", "C", "C", "C", "C", "N", "C", "O", "O", "H", "H", "H", "C", "C", "N", "C", "C", "C", "S", "N", "C", "O", "C", "C", "C", "C", "C", "C", "H", "H", "H", "H", "H", "H", "H", "H", "H", "H", "H", "H", "H", "H", "H", "Cl", "C", "C", "C", "C", "C", "Cl", "C", "N", "C", "C", "C", "C", "C", "C", "C", "C", "O", "O", "H", "H", "H", "H", "H", "H", "H", "H", "H", "H"], "xyz": [[0.77, 1.47, -0.42], [1.90, 4.33, 1.93], [2.45, 4.33, 0.14], [3.24, 5.39, -0.29], [3.64, 5.44, -1.61], [3.24, 4.43, -2.47], [2.47, 3.41, -1.96], [2.07, 3.35, -0.67], [2.03, 2.27, -2.84], [2.05, 2.34, -4.03], [1.60, 1.21, -2.14], [3.53, 6.15, 0.42], [4.25, 6.26, -1.96], [3.50, 4.41, -3.52], [-4.27, -2.08, -2.08], [-3.98, -1.77, -0.62], [-2.54, -1.73, -0.31], [-1.94, -2.94, 0.27], [-1.40, -3.91, -0.77], [-1.81, -0.66, -0.61], [-0.10, -0.77, -0.35], [-2.51, 0.38, -1.11], [-2.11, 1.59, -1.30], [-0.95, 2.11, -0.94], [-3.02, 2.55, -1.96], [-4.28, 2.13, -2.38], [-5.13, 3.02, -3.01], [-4.73, 4.33, -3.22], [-3.48, 4.76, -2.80], [-2.62, 3.87, -2.17], [-5.35, -2.12, -2.24], [-3.85, -3.04, -2.37], [-3.85, -1.31, -2.72], [-4.40, -2.54, 0.03], [-4.42, -0.82, -0.33], [-2.71, -3.41, 0.88], [-1.14, -2.63, 0.95], [-2.20, -4.33, -1.38], [-0.89, -4.74, -0.26], [-0.67, -3.42, -1.42], [-4.58, 1.11, -2.21], [-6.11, 2.70, -3.34], [-5.40, 5.03, -3.71], [-3.17, 5.78, -2.96], [-1.65, 4.19, -1.83], [3.12, -1.85, -0.02], [2.02, -3.13, 0.36], [1.98, -4.24, -0.48], [1.07, -5.26, -0.23], [0.21, -5.17, 0.86], [0.29, -4.07, 1.69], [-0.81, -3.96, 3.04], [1.21, -3.03, 1.49], [1.23, -1.91, 2.33], [2.37, -1.52, 3.06], [3.49, -2.34, 3.20], [4.61, -1.89, 3.88], [4.63, -0.63, 4.44], [3.51, 0.19, 4.31], [2.38, -0.25, 3.63], [1.20, 0.66, 3.44], [1.05, 1.11, 2.02], [0.05, 1.74, 1.60], [1.92, 0.81, 1.13], [2.64, -4.28, -1.33], [1.03, -6.12, -0.88], [-0.51, -5.94, 1.06], [0.37, -1.81, 2.85], [3.48, -3.33, 2.76], [5.47, -2.54, 3.97], [5.50, -0.28, 4.98], [3.51, 1.18, 4.75], [1.25, 1.55, 4.07], [0.25, 0.19, 3.69]], "fmax_ev_per_a": 2.13, "s2": 2.012, "charge": 1, "e_tot_ev": -157612.2723, "homo_lumo_gap_ev": [6.33, 6.70], "de_lowest_kj_mol": 128.7, "spin_multiplicity": 3}

Q: Which formula does entry 2 have?
A: C32H28BrCl2MoN4O5S